1.
Density functional theory data (ωB97M-V/def2-TZVPD) for one molecule with the formula C19H22N2O4 in a non-equilibrium geometry.

Geometry as XYZ:
```
47
C19H22N2O4 | the Open Molecules 2025 dataset | ωB97M-V/def2-TZVPD
H 1.2087 -0.8785 -2.0118
N 3.1233 0.2945 0.5135
N 0.8736 0.9285 -1.0736
C 4.4592 0.5148 0.6330
H 2.3095 2.4221 -0.9570
O -0.8860 -0.2403 -1.8209
H 8.3550 -1.8709 -0.2935
H -8.1246 -0.2997 -0.7228
C 2.4548 -0.7416 -0.2387
C 2.2182 1.3530 0.9102
C -6.1319 0.2631 -0.2214
C -1.3879 1.8691 -0.8170
C -5.8289 -2.3253 0.6880
H 6.1983 -3.5319 -0.4201
H -2.7276 0.2140 1.9190
C -0.4579 0.7639 -1.2814
H 2.5499 0.2969 -2.1346
H 0.8433 2.7399 -0.0080
O -3.9402 0.8165 0.3592
C 6.2632 -2.4813 -0.2147
H -2.3024 1.7854 -1.4061
C -1.7596 1.6895 0.6605
H 7.3036 0.5558 0.3165
H 3.1521 -1.5149 -0.5454
O 4.8888 1.5682 1.0819
C -4.7641 -1.4430 0.7762
C 1.7846 -0.1247 -1.4730
H -7.8619 -2.6205 0.0890
C 7.3232 -1.6292 -0.1442
H -0.9536 2.8527 -0.9924
H -3.8323 -1.7839 1.1992
H 2.7987 2.1101 1.4396
O 5.1133 -1.8364 0.0263
C -7.0384 -1.9256 0.1529
H 1.6860 -1.1936 0.3990
C 6.7811 -0.3666 0.1713
C -7.1843 -0.6239 -0.3019
C 5.4211 -0.5369 0.2623
H -0.8659 1.5706 1.2750
H -2.2579 -0.3842 0.2988
H -6.2278 1.2791 -0.5714
C 1.5393 1.9665 -0.3223
C -2.6624 0.4729 0.8519
C -4.9090 -0.1386 0.3185
H -2.3018 2.5717 1.0052
H -5.7036 -3.3372 1.0453
H 1.4614 0.9300 1.5802
```

**E_HOMO**: -8.441 eV
**Gap between HOMO and LUMO**: 9.09 eV
**Relative energy (zero: lowest compared OMol25 entry of this formula, charge and spin)**: 205.5 kJ/mol
**SMILES string**: O=C(CCCOc1ccccc1)N1CCN(C(=O)c2ccco2)CC1
**Lowest unoccupied orbital energy**: 0.649 eV

2.
Density functional theory data (ωB97M-V/def2-TZVPD) for one molecule with the formula C19H22N4O4S2 in a non-equilibrium geometry.

Geometry as XYZ:
```
51
C19H22N4O4S2 | the Open Molecules 2025 dataset | ωB97M-V/def2-TZVPD
C 0.0550 1.8814 -1.9679
C 4.2149 -4.1463 0.0027
H 4.0842 2.3524 -1.2926
H 1.8128 3.1392 -2.3444
C 3.2060 1.0975 1.8305
S 3.6140 -1.7678 1.0887
C -6.0721 -3.1245 -0.5793
C 1.3661 2.5473 -1.5343
H -5.7818 -3.8013 0.2197
H -0.2391 -0.2981 -2.1182
C -0.3570 0.2651 1.2026
H -0.4328 2.4329 -2.7686
C -2.5110 -0.3794 0.6967
C 2.0612 -0.9684 1.1451
O -4.6695 0.5964 0.6098
H -2.8699 2.3869 0.6420
H -6.3299 -1.4082 0.7272
C -0.1633 -1.0719 0.8556
C 3.1072 -3.2499 0.1401
N 2.0102 0.3389 1.5055
C 0.7930 1.0526 1.5680
H 2.2803 -3.7232 0.6711
C 3.5399 2.1609 0.7796
H -7.1335 -3.2405 -0.7774
H 0.6457 0.4048 -3.4704
H 2.7761 -2.8792 -0.8332
S -1.6283 -1.8611 0.4133
H -6.0583 -0.9887 -0.9741
O -4.3831 -1.5709 0.0740
C 1.8074 0.2553 -1.7037
H 4.5291 2.5543 1.0147
C -1.7182 0.6632 1.1145
C 3.5499 1.6344 -0.6581
N 5.0950 -4.8674 -0.1055
C -5.7818 -1.6908 -0.1790
N 2.2299 1.4334 -1.2069
C -3.9500 -0.3651 0.4701
H 4.0356 0.3982 1.9424
C 0.4757 0.4757 -2.3939
H -5.5112 -3.3837 -1.4731
H -0.6307 1.8294 -1.1227
H 4.0646 0.6707 -0.7104
H 2.8232 2.9775 0.8638
C -2.2233 2.0231 1.4379
O 2.4088 -0.7974 -1.6089
H -2.8305 1.9822 2.3413
H -1.3921 2.7032 1.5985
O 0.8049 2.2225 1.8973
N 1.0242 -1.6896 0.8506
H 3.0269 1.5975 2.7874
H 1.2255 3.1963 -0.6678
```

**E_HOMO**: -8.424 eV
**Gap between HOMO and LUMO**: 8.31 eV
**Relative energy (zero: lowest compared OMol25 entry of this formula, charge and spin)**: 0.0 kJ/mol
**SMILES string**: CCOC(=O)c1sc2nc(SCC#N)n(CCCN3CCCC3=O)c(=O)c2c1C
**Lowest unoccupied orbital energy**: -0.110 eV

3.
Density functional theory data (ωB97M-V/def2-TZVPD) for C19H22N5O6S2W as an isolated structure in a non-equilibrium geometry.

Geometry as XYZ:
```
55
C19H22N5O6S2W | the Open Molecules 2025 dataset | ωB97M-V/def2-TZVPD
C -1.0449 2.3260 -1.4662
O -0.9830 -1.0149 0.9515
C -2.4193 1.4496 -3.6553
H -2.2987 3.4722 -4.3624
C -1.3237 3.2374 -2.4709
H 6.0063 -2.6181 0.8270
N 0.9195 1.9521 3.8657
H 0.9477 -5.9698 -2.0538
C 0.3563 3.9125 0.0975
H 1.7156 1.5058 4.2817
N -1.3787 1.0236 -1.5796
S 1.6080 0.6138 1.6832
H 4.0845 -1.4767 2.0194
C -0.4164 2.6647 -0.1412
O 2.4002 -4.2652 0.6985
H 1.3126 3.6565 0.5592
H 2.1548 -2.3892 3.6905
S 2.3421 -2.9639 1.4264
H -2.2779 -0.4783 -2.6655
H 5.2310 -3.7298 1.9533
H 1.8935 -5.3725 3.0144
C 1.5955 -4.4826 3.5650
N -0.8076 1.8922 0.8496
H 0.3379 2.5486 4.4299
C 3.9457 -2.1584 1.1775
C 1.5207 -2.9209 -2.6596
C 1.7774 -0.3512 -2.4743
H -1.0225 4.2704 -2.3854
O 1.3061 -5.2395 -2.5756
N 0.3730 -1.6193 -1.0680
C 1.2040 -1.7014 -2.1089
C -2.0509 0.5792 -2.6406
H -2.9818 1.0797 -4.4994
C -2.0365 2.7824 -3.5725
H -0.1911 4.5396 0.8037
W 0.0513 0.2727 -0.1755
H -0.3994 -4.8061 -0.5169
H 1.6797 -4.6850 4.6320
C -1.0367 -2.3183 0.6919
C 5.0830 -3.1542 1.0407
N -0.4927 2.2786 2.1154
H 0.5489 4.4589 -0.8202
C -0.2166 -2.6802 -0.5264
H 3.8407 -1.5497 0.2763
C 2.4833 -3.3066 3.1978
H 3.5292 -3.4866 3.4451
C 0.5558 1.6755 2.6053
H 0.5489 -4.2745 3.3409
H 2.2202 -3.0045 -3.4777
C 0.9391 -4.0633 -2.0750
O -1.6369 -3.1348 1.3341
O 2.4339 -0.1451 -3.4507
H 4.8839 -3.8568 0.2341
O 1.4691 0.5723 -1.5425
C 0.0396 -3.9471 -1.0035
```

**E_HOMO (spin up / spin down)**: -10.768 / -11.205 eV
**2S+1**: 3
**Total charge**: +1
**Gap between HOMO and LUMO (spin up / spin down)**: 6.18 / 6.22 eV
**Relative energy (zero: lowest compared OMol25 entry of this formula, charge and spin)**: 240.4 kJ/mol
**Lowest unoccupied orbital energy (spin up / spin down)**: -4.583 / -4.983 eV

4.
Density functional theory data (ωB97M-V/def2-TZVPD) for a 2-piece molecular cluster, C19H22NO2S2 overall in a non-equilibrium geometry.

Geometry as XYZ:
```
46
C19H22NO2S2 | the Open Molecules 2025 dataset | ωB97M-V/def2-TZVPD
H 1.5054 2.7456 1.3142
H -3.1632 2.7236 2.1119
O -1.2836 -2.3178 -1.0486
C -1.3391 3.4654 -0.6663
C 3.1469 2.1716 -2.1686
N -1.2569 1.1238 -0.1582
S 3.0109 -1.2829 0.4792
C 2.2079 -2.4866 1.5535
H 0.1410 -0.2133 -1.0556
C -0.7009 -0.1369 -0.3754
C 2.6849 3.4452 -1.8152
H -2.3824 0.4649 1.4796
H -1.0173 4.2725 -1.3270
H 1.8598 -2.9855 3.6067
C 2.9569 1.0940 -1.3105
H 1.7815 4.6476 -0.2499
H 0.4679 -0.9961 3.1811
C -0.9601 2.1801 -0.9870
H -2.3833 4.7278 0.7511
H -2.6434 -5.3064 -1.7055
H -0.9252 -4.9406 -1.4333
C 2.2103 0.1811 0.8727
H 3.6823 2.0140 -3.1064
C -2.0699 1.3451 0.9413
C -2.2920 -3.3569 -0.9043
H 1.1702 -2.5813 1.2075
H 2.8067 4.2852 -2.5007
H -0.3924 1.9042 -1.8724
O -2.6083 -1.2818 0.4597
C 2.3037 -2.1609 3.0365
H -3.2763 -2.9871 -1.2317
H -2.3385 -3.6831 0.1420
C 1.5441 -0.8917 3.3744
C -1.5923 -1.2464 -0.2526
H 3.3508 -2.0581 3.3389
H 2.7689 -3.4027 1.3352
H -1.7814 -4.2362 -2.8124
H 3.3585 0.1054 -1.5543
C -2.0938 3.7103 0.4857
H 1.7116 -0.6161 4.4247
C 1.9269 2.5867 0.3166
C -1.8828 -4.5199 -1.7624
C -2.4923 2.6197 1.2598
C 2.3181 1.2896 -0.0713
C 2.0964 3.6502 -0.5615
S 2.0495 0.6187 2.5172
```

**E_HOMO**: -10.247 eV
**Total charge**: +1
**Gap between HOMO and LUMO**: 4.99 eV
**Relative energy (zero: lowest compared OMol25 entry of this formula, charge and spin)**: 0.0 kJ/mol
**Lowest unoccupied orbital energy**: -5.256 eV

5.
Density functional theory data (ωB97M-V/def2-TZVPD) for C19H22O3S as an isolated structure in a non-equilibrium geometry.

Geometry as XYZ:
```
45
C19H22O3S | the Open Molecules 2025 dataset | ωB97M-V/def2-TZVPD
O -3.8940 0.8386 -1.2184
C 1.6561 1.8374 2.4710
H 1.1019 2.7750 2.4464
C 1.0467 0.6383 2.0838
H 3.5483 -1.5490 2.7415
C -1.2008 1.4314 -0.3346
H -1.0850 -1.3645 1.8867
H -2.8079 -4.7725 -3.4094
H -1.9251 -2.6052 0.2239
C 2.9518 1.6351 -2.4620
C -1.2820 -0.2946 2.0334
C -2.8973 -1.4143 -2.8197
H -2.0678 -4.7627 -1.0221
S -2.8243 0.0706 -0.5191
C -2.3079 -3.8260 -1.5293
H 3.4604 2.7709 3.1547
C -2.2238 -2.6217 -0.8242
C -0.7666 1.9684 0.9764
H 0.0320 2.6996 0.8160
H -3.2610 -2.5997 -4.5718
H 2.4721 2.5369 -2.8529
H -1.7793 2.4806 1.1937
C 3.6748 0.6168 2.9905
C 2.9830 1.8258 2.9041
H 3.9752 1.8848 -2.1729
H 2.5195 0.1230 -0.9574
C -2.7121 -3.8302 -2.8688
C 2.1982 1.1185 -1.2763
C -0.0997 0.6828 -0.8831
H -1.1681 -0.0582 3.1001
C -2.5670 -1.4143 -1.4587
H 2.9937 0.8763 -3.2481
H -1.5989 2.1847 -1.0154
C -0.2844 0.5675 1.2750
H 2.1993 1.8379 -0.4464
H -3.1218 -0.4691 -3.3077
C 1.6958 -0.5779 2.2588
C 3.0261 -0.5901 2.6810
H 1.1687 -1.5193 2.0719
H 4.7200 0.6073 3.2934
C -2.9760 -2.6190 -3.5189
O 0.7688 0.9862 -1.7783
O 0.1976 -0.1563 0.0953
H -1.2193 2.1133 2.0530
H -2.3198 -0.0629 1.7447
```

**E_HOMO**: -4.945 eV
**Gap between HOMO and LUMO**: 5.20 eV
**Relative energy (zero: lowest compared OMol25 entry of this formula, charge and spin)**: 672.0 kJ/mol
**Lowest unoccupied orbital energy**: 0.252 eV

6.
Density functional theory data (ωB97M-V/def2-TZVPD) for C19H23BIIrN3O4S as an isolated structure.

Geometry as XYZ:
```
53
C19H23BIIrN3O4S | the Open Molecules 2025 dataset | ωB97M-V/def2-TZVPD
H -2.7234 -0.8306 2.3860
C 0.6002 3.1318 1.5504
H -3.6755 -0.5460 -2.4606
C -0.8211 -2.7486 0.0975
C 2.5352 0.6145 -2.5798
O -3.7171 -0.7073 0.3653
O 1.3609 2.1113 -1.0819
C -3.1373 -3.3091 0.1193
H -1.8338 -1.9305 3.4586
C 0.5299 -0.9568 2.8548
C 1.7557 -0.3758 2.4790
H 2.5663 2.8180 -3.9092
C -1.8641 -3.7930 0.3454
H -4.7990 1.0649 -2.7457
H 2.2980 0.3741 -3.6128
H -3.3165 0.5262 -4.1673
N -1.3890 -1.5342 -0.2608
B -3.6678 0.8086 -3.0571
C -0.6410 1.0103 2.1348
I 1.8374 -0.9907 -1.3923
H 2.9562 -2.0815 1.9978
H 0.5277 -1.9645 3.2561
H 0.5734 3.6833 2.4929
C 3.0220 -1.1762 2.6068
C -4.2779 -4.0648 0.3028
H -4.9512 -6.0012 0.9092
H -1.5585 1.5910 2.1163
H -2.3438 -0.3415 4.0257
C -1.9618 -0.8897 3.1621
N -1.6269 1.3612 -1.4181
H 2.7068 1.3967 1.7442
H -2.6977 -6.8934 1.3203
H -0.2610 3.4396 0.9573
H 3.6155 0.6555 -2.4588
H -0.6784 -5.4671 0.9511
C -2.8092 -5.8724 0.9794
S -3.0042 -1.6580 -0.4329
C -0.6621 -0.2897 2.7086
C -2.5378 1.2987 -2.1150
C 1.9224 1.9405 -2.1599
C 0.5746 1.6563 1.8508
O -3.3871 -1.6957 -1.8700
H 1.5040 3.4095 1.0146
H 1.7291 3.8534 -2.8008
C 1.7651 0.9215 1.9987
C -4.0884 -5.3680 0.7466
H -5.2670 -3.6690 0.1128
H 3.8934 -0.6044 2.2901
H 3.1763 -1.4961 3.6394
O 0.3722 -2.9280 0.2042
N 2.0760 2.9386 -3.0400
Ir -0.2525 0.3632 -0.1741
C -1.6776 -5.0883 0.7791
```

**E_HOMO (spin up / spin down)**: -10.995 / -11.549 eV
**2S+1**: 5
**Total charge**: +1
**Gap between HOMO and LUMO (spin up / spin down)**: 8.30 / 6.97 eV
**Relative energy (zero: lowest compared OMol25 entry of this formula, charge and spin)**: 47.4 kJ/mol
**Lowest unoccupied orbital energy (spin up / spin down)**: -2.694 / -4.582 eV

7.
Density functional theory data (ωB97M-V/def2-TZVPD) for C19H23BN3O4Pd as an isolated structure in a non-equilibrium geometry.

Geometry as XYZ:
```
51
C19H23BN3O4Pd | the Open Molecules 2025 dataset | ωB97M-V/def2-TZVPD
C -3.8443 -2.1252 0.0341
H -4.7272 0.8657 -1.2777
H 0.7475 3.4432 5.8217
H -0.9432 3.8269 5.5206
H 4.9811 -1.5090 0.8252
C 2.5265 -1.7171 2.2182
H 1.8154 -3.1079 -1.3988
H 0.3270 5.0081 5.1231
H 3.0681 -2.6653 2.2222
H 4.1654 -1.3709 -1.5664
C -4.7999 -0.1794 -1.0098
H 2.9217 4.9731 2.5103
B 1.0961 0.3908 0.4498
H 4.7304 -0.2697 2.0645
C -3.7356 -0.7674 -0.3075
H 2.6408 -1.0862 -2.4272
N 1.1051 3.4855 1.5609
C 2.1615 -2.8407 -0.3996
C 2.0640 5.0300 3.1798
C 2.9354 -0.8350 1.0431
N -8.1002 -3.6353 -1.6546
C 1.1138 3.9367 2.7973
H -5.0297 -3.9068 -0.0412
H 1.4547 -1.9189 2.1983
N -0.5368 2.3620 3.3908
C -6.0077 -2.2597 -1.0083
C -2.5837 -0.0158 0.0484
H 3.3619 0.2111 -1.4711
C 3.1986 -0.8661 -1.5167
H -1.8725 1.1910 3.9202
H 2.7480 -1.1798 3.1405
C 0.1729 3.3621 3.7571
O 2.2647 0.4241 1.2085
C -5.9176 -0.9109 -1.3551
C 4.4342 -0.5937 1.0661
C -7.1688 -3.0230 -1.3672
H 3.0938 -3.3766 -0.2045
Pd -0.1660 1.7661 0.9453
H -6.7307 -0.4449 -1.8964
C -1.5707 0.6060 0.3233
C -4.9596 -2.8607 -0.3098
C 2.3775 -1.3389 -0.3231
O 1.0962 -0.6898 -0.4076
H 1.6369 6.0323 3.0577
H -3.0298 -2.5884 0.5739
O -1.3781 1.8588 4.4063
O 1.8484 4.0504 0.6931
H 4.7151 0.1860 0.3612
H 2.3997 4.9298 4.2133
C 0.0658 3.9526 5.1360
H 1.4108 -3.1651 0.3181
```

**E_HOMO (spin up / spin down)**: -4.224 / -4.226 eV
**Total charge**: -1
**Gap between HOMO and LUMO (spin up / spin down)**: 6.89 / 6.89 eV
**Relative energy (zero: lowest compared OMol25 entry of this formula, charge and spin)**: 97.6 kJ/mol
**Lowest unoccupied orbital energy (spin up / spin down)**: 2.664 / 2.664 eV

8.
Density functional theory data (ωB97M-V/def2-TZVPD) for C19H23BrCrIN4O3 as an isolated structure in a non-equilibrium geometry.

Geometry as XYZ:
```
52
C19H23BrCrIN4O3 | the Open Molecules 2025 dataset | ωB97M-V/def2-TZVPD
C 0.5833 -1.5715 -1.6882
C 1.9494 2.1215 0.7172
H 3.1384 -0.7260 -0.6224
C -0.8759 4.2508 0.2018
O -0.6762 -0.8580 1.1319
H -1.6339 -4.0631 -1.9527
C 2.0838 -3.1396 -2.3800
C 0.2741 -1.0127 3.0757
H -1.9178 -2.5480 -1.0612
H 3.8898 -1.3176 -2.1267
H 1.5939 -2.6498 3.2137
H 0.5657 -4.6949 -2.7356
C 0.8934 -1.9215 5.1846
O 1.6384 -1.0640 1.1187
H 2.1545 1.2667 0.0478
C -1.8660 0.2048 -1.7835
O -3.0106 0.0207 -1.3601
H 1.5060 -2.6448 5.7358
N -0.0469 -2.7507 -2.0171
H -2.1712 1.3533 -3.7979
H -1.5095 5.1222 0.2695
N 1.9070 -1.8462 -1.9107
H -3.1567 2.3608 -0.9688
H 1.9319 1.7688 1.7633
C -0.6933 -0.0356 5.0253
H 3.0624 -3.5465 -2.5894
C 0.3310 4.0016 0.7499
C -2.4388 3.1165 -1.3049
Br -1.6178 1.3117 2.7751
H -2.8970 4.1014 -1.1614
C 0.8659 -3.7017 -2.4468
C 0.0671 -0.9461 5.7881
C -1.4699 -2.9799 -1.9673
H -1.9908 -2.5660 -2.8459
N -1.2334 3.1120 -0.5124
C 0.5075 -0.9954 1.6566
C -1.7884 0.3275 -3.4846
H 2.7432 2.8763 0.6208
C -0.6169 -0.0564 3.6385
H 2.7299 0.0713 -2.1704
C -0.3057 2.1130 -0.3750
H -1.0720 -0.3684 -4.0282
H -2.6756 -0.2635 -3.6669
H 0.9413 4.6264 1.3810
Cr -0.1388 0.0010 -0.4688
I -0.6942 1.5224 -5.1952
H 0.0408 -0.9210 6.8831
C 0.9687 -1.9658 3.8007
H -2.2111 2.9843 -2.3702
H -1.3182 0.6934 5.5505
C 2.9715 -0.8967 -1.6984
N 0.6876 2.7237 0.3611
```

**E_HOMO (spin up / spin down)**: 1.439 / 2.055 eV
**2S+1**: 4
**Total charge**: -2
**Gap between HOMO and LUMO (spin up / spin down)**: 2.81 / 2.19 eV
**Lowest unoccupied orbital energy (spin up / spin down)**: 4.251 / 4.240 eV

> What is the formula in the fourth record?

C19H22NO2S2